This record from the Open Molecules 2025 dataset describes a 6-piece molecular cluster, C11H15Cl10F overall at a distorted geometry. The level of theory is ωB97M-V/def2-TZVPD.

```
! wB97M-V def2-TZVPD RIJCOSX def2/J DEFGRID3
* xyz -1 2
F 2.1172 -1.1293 0.4139
C 0.8634 -0.8350 0.9241
C 0.4506 0.4621 1.1171
C -0.7936 0.7176 1.5803
C -1.6404 -0.3684 1.8295
C -1.2455 -1.6955 1.6300
C 0.0349 -1.9250 1.2395
H 1.1597 1.2275 0.8385
H -1.2047 1.7145 1.6396
H -2.6513 -0.1674 2.1520
H -1.8958 -2.5459 1.7719
H 0.4089 -2.9354 1.1646
C -0.8566 -3.7494 -1.9461
Cl 0.6405 -4.7886 -1.9898
Cl -1.8561 -4.2508 -0.6067
H -0.4920 -2.7313 -1.8096
H -1.4386 -3.7070 -2.8667
C -0.1087 4.3906 -0.2875
Cl 1.6170 4.1687 -0.7432
Cl -0.2693 4.2574 1.5402
H -0.3824 5.4192 -0.5226
H -0.7616 3.6790 -0.7929
C 4.3839 1.0274 0.5066
Cl 5.2215 2.5784 0.4425
Cl 5.4955 -0.2051 -0.2073
H 4.1877 0.7687 1.5471
H 3.4473 1.0895 -0.0474
C 2.3068 -1.2460 -2.7471
Cl 1.9346 0.3757 -3.2609
Cl 2.0690 -2.5558 -3.9165
H 3.3584 -1.2051 -2.4635
H 1.8139 -1.3930 -1.7861
C -5.1266 1.2951 1.1550
Cl -4.8627 0.3271 -0.4130
Cl -6.2165 0.3157 2.1452
H -4.1463 1.3254 1.6306
H -5.5623 2.2941 1.1390
*
```

- HOMO-LUMO gap (alpha / beta) (eV) = 2.002 / 9.383
- highest occupied orbital energy (alpha / beta) (eV) = 0.293 / -7.116
- E_tot (Ha) = -5129.87003

Atomic partial charges in e from the Löwdin method, atoms 1 to 4:
1 F -0.003
2 C -0.236
3 C -0.042
4 C -0.088

This record from the Open Molecules 2025 dataset describes C11H15ClLu2NO4 as an isolated structure at a distorted geometry. The level of theory is ωB97M-V/def2-TZVPD.

```
! wB97M-V def2-TZVPD RIJCOSX def2/J DEFGRID3
* xyz -1 1
Lu 0.4166 -0.8649 -0.1015
Cl 0.5211 1.7864 -1.2463
C -1.7294 -1.2779 0.2576
H -1.8583 -2.0947 1.0179
H -2.2350 -1.6316 -0.6710
H -2.3277 -0.4198 0.6577
Lu 0.7233 0.4898 -3.3267
C -1.3123 1.0523 -4.5121
C 2.5132 1.6123 -4.4960
C 0.8209 -1.6836 -2.8697
H 3.5205 1.6306 -4.0472
H 2.5481 1.4490 -5.5804
H 2.1352 2.6458 -4.3862
H -2.2783 0.6104 -4.2140
H -1.3349 2.1271 -4.2715
H -1.1795 0.9868 -5.6005
H 0.1510 -2.4039 -3.4660
H 1.7862 -2.2541 -3.1099
O 0.9428 -1.5829 2.0842
C 0.5403 -0.4575 2.5910
O 0.1134 0.3600 1.6710
C 0.5416 -0.1038 4.0297
C 0.2549 1.2238 4.4354
C 0.3472 1.5469 5.7979
C 0.7113 0.6081 6.7723
C 1.0778 -0.6609 6.3076
C 0.9797 -1.0299 4.9743
N 0.5910 0.9775 8.1560
O 0.1848 2.1437 8.3664
O 0.8404 0.2212 9.1099
H -0.0038 2.0231 3.7187
H 0.1154 2.5478 6.1237
H 1.4356 -1.3362 7.0332
H 1.2937 -2.0238 4.6701
*
```

- HOMO-LUMO gap (eV) = 3.519
- highest occupied orbital energy (eV) = -3.412
- E_tot (Ha) = -3715.06866

Atomic partial charges in e from the Löwdin method, atoms 1 to 4:
1 Lu 1.450
2 Cl -0.150
3 C -0.356
4 H -0.023

This record from the Open Molecules 2025 dataset describes a 2-piece molecular cluster, C11H15N overall at a distorted geometry. The level of theory is ωB97M-V/def2-TZVPD.

```
! wB97M-V def2-TZVPD RIJCOSX def2/J DEFGRID3
* xyz -1 2
C -0.2494 1.6653 2.3618
C -1.3511 -0.5299 1.6216
C -0.2790 0.2938 1.8065
C 0.4249 -1.5170 0.6176
C 0.8754 -0.2943 1.1935
C 1.2453 -2.1495 -0.3391
C 2.0856 0.2945 0.7016
C 2.6031 -1.7538 -0.4225
C 3.0264 -0.4999 0.0188
N -0.9448 -1.6423 0.8401
H -2.3707 -0.3632 1.9310
H -1.3583 -2.5061 1.1057
H 0.1418 2.3989 1.6502
H 0.3462 1.7299 3.2834
H 0.9132 -2.9625 -0.9723
H 2.2217 1.3613 0.8576
H 3.1971 -2.4295 -1.0325
H 4.0303 -0.1532 -0.1966
H -1.2174 2.0432 2.7190
C -2.0214 0.2333 -2.1318
C -1.2966 1.5626 -2.2632
H -2.6856 -0.0199 -2.9762
H -1.3769 -0.6214 -2.3804
H -2.5415 0.0722 -1.1973
H -0.2823 1.4740 -1.9038
H -1.7054 2.3562 -1.6213
H -1.4308 1.9573 -3.2713
*
```

- HOMO-LUMO gap (alpha / beta) (eV) = 3.217 / 6.691
- highest occupied orbital energy (alpha / beta) (eV) = 0.619 / -2.992
- E_tot (Ha) = -482.84154

Atomic partial charges in e from the Löwdin method, atoms 1 to 4:
1 C -0.089
2 C -0.140
3 C -0.299
4 C -0.250

This record from the Open Molecules 2025 dataset describes a 2-piece molecular cluster, C11H15N overall at a distorted geometry. The level of theory is ωB97M-V/def2-TZVPD.

```
! wB97M-V def2-TZVPD RIJCOSX def2/J DEFGRID3
* xyz 0 1
C -0.1030 -0.4235 3.9525
C 0.5208 -0.7185 2.6319
C 1.1371 -1.8599 2.2345
N 1.2803 -1.8962 0.8606
C 0.8002 -0.7133 0.3493
C 0.6605 -0.3071 -0.9741
C 0.2048 0.9822 -1.1631
C -0.1917 1.8155 -0.1014
C -0.1433 1.3482 1.1965
C 0.4049 0.0873 1.4334
H -1.0080 -1.0081 4.1168
H -0.3231 0.6347 4.0849
H 0.5725 -0.6889 4.7684
H 1.5724 -2.6188 2.8674
H 1.4393 -2.7408 0.3404
H 0.8337 -0.9294 -1.8411
H 0.0368 1.4241 -2.1365
H -0.5329 2.8019 -0.3721
H -0.3770 2.0009 2.0300
C -1.5471 0.0223 -4.0016
C -1.9587 1.4150 -4.4724
H -1.4159 -0.0419 -2.9276
H -2.2923 -0.7065 -4.3278
H -0.6387 -0.3497 -4.4848
H -2.3973 1.3304 -5.4688
H -1.1239 2.0904 -4.6645
H -2.6915 1.8284 -3.8183
*
```

- HOMO-LUMO gap (eV) = 8.736
- highest occupied orbital energy (eV) = -7.774
- E_tot (Ha) = -482.89686
- SMILES = Cc1c[nH]c2ccccc12.CC

Atomic partial charges in e from the Löwdin method, atoms 1 to 4:
1 C -0.048
2 C -0.227
3 C -0.068
4 N 0.072

This record from the Open Molecules 2025 dataset describes a 2-piece molecular cluster, C11H15N overall at a distorted geometry. The level of theory is ωB97M-V/def2-TZVPD.

```
! wB97M-V def2-TZVPD RIJCOSX def2/J DEFGRID3
* xyz 0 1
C -0.0006 -1.5662 2.0430
C -0.6265 -0.4112 1.3465
C -0.6182 0.8870 1.7177
N -1.4441 1.6237 0.8299
C -1.5016 0.8660 -0.3406
C -1.9679 1.1644 -1.6070
C -1.9475 0.1424 -2.5665
C -1.8503 -1.1879 -2.1681
C -1.5964 -1.4925 -0.8390
C -1.2160 -0.4736 0.0198
H 0.7781 -1.3369 2.7725
H 0.2573 -2.4077 1.4094
H -0.7508 -1.9981 2.7149
H -0.1469 1.3833 2.5506
H -1.1915 2.5985 0.7131
H -2.0792 2.1892 -1.9305
H -2.2563 0.4693 -3.5550
H -1.8875 -1.9690 -2.9179
H -1.5093 -2.5180 -0.4906
C 2.7689 -0.2407 -0.1289
C 2.6541 1.2667 0.1804
H 3.7401 -0.6805 0.0943
H 2.0609 -0.7414 0.5349
H 2.4405 -0.4692 -1.1391
H 3.4275 1.5631 0.8852
H 2.7743 1.8263 -0.7471
H 1.6888 1.5129 0.6181
*
```

- HOMO-LUMO gap (eV) = 8.983
- highest occupied orbital energy (eV) = -8.002
- E_tot (Ha) = -482.88219
- SMILES = Cc1c[nH]c2ccccc12.CC

Atomic partial charges in e from the Löwdin method, atoms 1 to 4:
1 C -0.063
2 C -0.244
3 C -0.072
4 N 0.076

This record from the Open Molecules 2025 dataset describes a 2-piece molecular cluster, C11H15N overall at a distorted geometry. The level of theory is ωB97M-V/def2-TZVPD.

```
! wB97M-V def2-TZVPD RIJCOSX def2/J DEFGRID3
* xyz 0 1
C 1.8906 -1.9406 -1.4934
C 0.9531 -1.8831 -0.3659
C 0.0635 -2.7940 0.0781
N -0.7463 -2.2729 1.0577
C -0.4226 -0.8932 1.1885
C -1.0778 0.1745 1.8554
C -0.6059 1.4821 1.7119
C 0.5430 1.7005 0.9841
C 1.1798 0.6138 0.2839
C 0.7097 -0.6338 0.2899
H 1.9826 -2.7721 -2.1983
H 2.8475 -1.8361 -0.9991
H 1.9085 -0.9635 -2.1401
H 0.0157 -3.8809 -0.3734
H -1.3993 -2.7240 1.6137
H -1.9698 -0.1266 2.4727
H -1.0928 2.3838 2.1193
H 0.9892 2.7617 0.9433
H 2.1133 0.8089 -0.2277
C -1.6130 2.1125 -1.8374
C -0.5600 3.1542 -2.1674
H -1.8359 1.3205 -2.6689
H -1.2128 1.4497 -1.0232
H -2.5611 2.5678 -1.5062
H 0.3701 2.8549 -1.7188
H -0.7726 4.1334 -1.5744
H -0.5206 3.3754 -3.2883
*
```

- HOMO-LUMO gap (eV) = 8.753
- highest occupied orbital energy (eV) = -7.827
- E_tot (Ha) = -482.85502
- SMILES = Cc1c[nH]c2ccccc12.CC

Atomic partial charges in e from the Löwdin method, atoms 1 to 4:
1 C -0.067
2 C -0.282
3 C -0.076
4 N 0.075